(1)
57
Properties=species:S:1:pos:R:3:forces:R:3:nbo_charge:R:1 method="wB97M-V/def2-TZVPD" homo_ev=-8.57 lumo_ev=0.41 homo_lumo_gap_ev=8.98 smiles="Cc1ccc(OCC(=O)Nc2cccc(S(=O)(=O)NC3=NCCCCC3)c2)cc1C" e_tot_ev=-46747.9674
C -1.56757 2.46749 -4.25790 0.0 0.0 0.1 -0.63
C -0.82911 3.01924 -3.07675 0.0 0.0 0.0 -0.07
C 0.49322 3.42498 -3.20085 -0.1 0.0 0.1 -0.17
C 1.19242 3.93912 -2.12834 0.0 0.1 0.3 -0.27
C 0.56629 4.05834 -0.89251 0.0 0.0 -0.3 0.29
O 1.34012 4.56560 0.12861 0.1 -0.1 -0.2 -0.50
C 0.70799 4.88276 1.34335 -0.2 0.2 0.3 -0.16
C 0.28832 3.66371 2.17630 0.3 0.1 -0.4 0.65
O -0.57644 3.73797 3.01934 -0.2 0.1 0.2 -0.60
N 1.00929 2.55849 1.86036 0.4 0.1 -0.3 -0.62
C 0.91647 1.26749 2.37799 -0.1 -0.5 0.3 0.23
C 0.07910 0.94054 3.44301 -0.1 0.2 0.0 -0.25
C 0.04142 -0.35722 3.92449 0.2 -0.2 -0.1 -0.19
C 0.82646 -1.34599 3.35556 0.0 -0.1 0.2 -0.19
C 1.63957 -1.00899 2.29315 0.3 -0.1 -0.1 -0.28
S 2.67628 -2.23486 1.52800 0.4 -0.2 -0.5 2.32
O 4.01033 -1.72930 1.38240 -0.1 0.3 -0.1 -0.94
O 2.50921 -3.51489 2.14616 -0.4 0.2 0.2 -0.92
N 2.08893 -2.30119 -0.06878 0.7 0.3 0.8 -0.86
C 0.82339 -2.82055 -0.21915 -1.2 -0.1 -0.2 0.46
N 0.02081 -2.59222 0.73045 0.1 -0.1 -0.3 -0.50
C -1.30336 -3.15314 0.73714 -0.1 -0.2 0.1 -0.24
C -1.29255 -4.68366 0.81984 -0.2 0.1 -0.2 -0.41
C -1.05124 -5.36686 -0.52541 0.2 0.0 0.2 -0.39
C 0.32936 -5.09238 -1.11961 -0.2 0.0 -0.1 -0.39
C 0.54266 -3.61487 -1.47158 0.1 0.0 0.2 -0.48
C 1.70665 0.27399 1.80034 0.0 0.2 0.1 -0.24
C -0.75204 3.65133 -0.75242 0.1 0.1 0.2 -0.33
C -1.45423 3.13432 -1.83371 0.2 0.0 -0.1 0.11
C -2.87619 2.70119 -1.65159 0.0 0.0 0.0 -0.65
H -0.92891 2.45229 -5.13715 0.0 0.0 -0.1 0.22
H -1.90823 1.45171 -4.05911 -0.1 -0.1 -0.1 0.21
H -2.44613 3.07276 -4.47910 -0.1 0.0 -0.1 0.22
H 0.98649 3.33985 -4.15823 0.0 0.0 -0.1 0.21
H 2.21824 4.25640 -2.22687 0.1 0.0 0.0 0.22
H -0.16683 5.52696 1.19517 0.1 -0.2 0.0 0.21
H 1.45064 5.44257 1.92188 -0.1 -0.1 0.0 0.22
H 1.68926 2.67880 1.11747 -0.2 0.1 0.1 0.42
H -0.53429 1.70818 3.88581 0.0 0.0 0.0 0.26
H -0.60756 -0.59375 4.75365 0.0 0.0 0.1 0.22
H 0.81632 -2.36608 3.69983 -0.1 -0.1 0.1 0.24
H 2.78755 -2.52637 -0.75901 0.3 0.0 0.1 0.42
H -1.79123 -2.74228 1.62599 -0.1 -0.1 -0.2 0.20
H -1.87693 -2.83515 -0.14480 -0.1 0.0 0.1 0.18
H -0.51590 -4.97881 1.52806 0.0 0.0 0.1 0.21
H -2.25621 -5.01743 1.21105 0.0 0.0 0.1 0.21
H -1.16260 -6.44591 -0.39292 0.0 0.0 -0.1 0.21
H -1.81777 -5.04284 -1.23554 0.0 0.0 0.0 0.19
H 1.10062 -5.40534 -0.41189 0.1 -0.1 0.0 0.21
H 0.44218 -5.68934 -2.02817 0.1 0.0 0.0 0.21
H 1.37662 -3.51175 -2.16808 0.0 0.1 0.0 0.21
H -0.35674 -3.22081 -1.95272 0.1 0.0 0.0 0.22
H 2.37253 0.48867 0.97883 0.1 0.1 -0.1 0.23
H -1.25399 3.72339 0.20069 -0.1 0.0 0.1 0.22
H -3.53524 3.26375 -2.31212 -0.1 0.0 0.0 0.22
H -2.98788 1.64513 -1.89501 -0.1 -0.1 0.0 0.22
H -3.19958 2.85494 -0.62561 -0.1 0.0 0.0 0.22


(2)
16
Properties=species:S:1:pos:R:3:forces:R:3:nbo_charge:R:1 method="wB97M-V/def2-TZVPD" homo_ev=-9.91 lumo_ev=0.50 homo_lumo_gap_ev=10.41 smiles="NCC(=O)O.O.O" e_tot_ev=-11899.1737
N 1.22576 1.86521 0.47917 1.0 -1.9 -3.4 -0.87
C 0.80521 0.85297 1.46652 0.7 0.9 0.9 -0.33
C -0.03566 -0.33347 0.89281 -1.3 1.1 -0.9 0.81
O -0.27925 -0.47156 -0.32069 0.6 -0.2 3.6 -0.65
O -0.56447 -1.04784 1.92667 -0.1 -0.7 -1.6 -0.68
H 1.35331 1.40229 -0.50766 0.0 1.0 2.8 0.35
H 0.79281 2.76022 0.22432 -0.6 -0.9 1.3 0.39
H 0.23184 1.45030 2.30060 1.1 -1.8 -1.4 0.25
H 1.79209 0.32965 1.91502 -2.3 1.3 -0.7 0.23
H -1.12089 -1.83764 1.64367 1.0 1.3 0.0 0.52
O 0.19964 0.66241 -2.69320 -0.2 -0.1 -1.0 -0.93
H 0.78904 1.36492 -2.50305 1.1 1.6 -0.8 0.44
H 0.14427 0.36901 -1.80144 -0.9 -1.4 1.3 0.48
O -1.89600 -2.63989 -0.76868 -2.0 -3.6 2.9 -0.96
H -1.67588 -1.77840 -0.63699 1.3 3.8 -0.3 0.48
H -1.76182 -2.94819 -1.61708 0.6 -0.4 -2.6 0.48


(3)
9
Properties=species:S:1:pos:R:3:forces:R:3:nbo_charge:R:1 method="wB97M-V/def2-TZVPD" homo_ev=-9.62 lumo_ev=1.00 homo_lumo_gap_ev=10.62 smiles="C=C(C)Cl" e_tot_ev=-15713.3324
C -0.25028 1.35744 -0.74354 0.9 -0.1 -0.6 -0.45
C -0.75419 0.53353 0.16547 0.7 -2.5 1.3 0.00
C -0.07557 -0.89874 0.61567 1.7 2.8 -1.1 -0.65
Cl -2.14886 0.96795 1.16484 0.3 -0.2 -0.7 -0.03
H -0.81564 2.23088 -1.11187 0.6 -0.4 0.5 0.23
H 0.79243 1.14926 -1.16134 -1.8 0.2 0.4 0.22
H -0.00129 -1.00837 1.71140 -0.6 -0.1 -0.6 0.23
H -0.32431 -1.80699 0.04732 -0.8 0.5 0.5 0.23
H 0.99521 -0.74004 0.27860 -0.9 -0.1 0.5 0.21


(4)
14
Properties=species:S:1:pos:R:3:forces:R:3:mulliken_charge:R:1 method="wB97M-V/def2-TZVPD" homo_ev=-8.26 lumo_ev=-2.02 homo_lumo_gap_ev=6.24 e_tot_ev=-60960.5340
Na 2.94382 -4.02435 5.97950 -0.1 0.0 0.8 0.95
N 1.27176 -2.55652 6.46159 1.5 -2.1 -1.8 -0.79
S 0.09589 -2.04997 5.73730 1.1 5.3 4.5 0.88
O 0.08859 -2.12818 4.20461 -1.0 -0.5 -1.5 -0.61
C -1.21587 -3.33604 6.08042 0.1 1.2 0.1 0.62
F -1.46448 -3.36894 7.38593 -0.1 -0.1 -0.2 -0.19
F -0.69488 -4.51564 5.71564 -0.5 0.0 -0.1 -0.24
F -2.33299 -3.09379 5.41147 -0.3 -0.4 0.0 -0.21
In 2.06975 -1.96748 3.93004 -1.7 1.0 0.6 1.24
S 4.75885 -1.69778 4.77422 -0.3 1.0 1.3 -0.06
O 3.72533 -2.91901 4.21071 1.3 -0.4 -0.1 -0.66
S 2.99864 0.04419 5.65403 1.9 -1.7 -2.0 0.16
O 2.43848 -0.00452 4.12228 -0.1 1.0 0.5 -0.46
O -0.04346 -0.54798 6.17091 -1.9 -4.3 -2.1 -0.63


(5)
17
Properties=species:S:1:pos:R:3:forces:R:3:nbo_charge:R:1 method="wB97M-V/def2-TZVPD" homo_ev=-9.04 lumo_ev=0.39 homo_lumo_gap_ev=9.43 e_tot_ev=-26331.5054
C 0.20227 0.87770 1.28319 0.9 -0.4 -0.8 0.38
C -2.14227 -0.26455 -0.54212 1.1 -3.2 -2.5 -0.58
C -0.74388 -0.81840 -0.30466 -1.0 3.4 -1.9 -0.45
C 0.21561 0.24656 -0.06447 4.2 0.2 0.1 -0.26
C 2.01422 -0.62977 0.02464 -4.7 3.3 1.5 1.01
O 0.50696 2.01259 1.42755 0.3 2.6 0.6 -0.51
F 2.23456 -0.97947 1.27752 0.4 -0.5 0.9 -0.33
F 1.92874 -1.65729 -0.71430 0.4 -2.2 -1.7 -0.30
F 2.91841 0.21489 -0.34802 1.0 0.5 -0.6 -0.30
S 0.39228 1.45508 -1.38840 0.3 1.2 1.3 -0.05
H 0.14726 0.30766 2.18243 -0.7 -1.4 0.7 0.15
H -2.39384 0.31889 0.22770 -1.2 2.4 3.0 0.20
H -2.77731 -1.15578 -0.53347 -0.4 0.4 -0.4 0.21
H -2.18818 0.29294 -1.45697 -0.3 0.1 -0.5 0.22
H -0.79605 -1.38394 0.50132 0.0 -3.0 3.8 0.21
H -0.34425 -1.33558 -1.08912 0.4 -1.9 -2.3 0.22
H 0.82548 2.49847 -0.48283 -0.6 -1.5 -1.3 0.20


(6)
18
Properties=species:S:1:pos:R:3:forces:R:3:nbo_charge:R:1 method="wB97M-V/def2-TZVPD" homo_ev=-10.63 lumo_ev=0.55 homo_lumo_gap_ev=11.18 smiles=CC(C)O.O.O e_tot_ev=-9447.7469
C -0.62036 -1.08374 -1.00011 -0.4 0.7 1.2 -0.62
C 0.38037 -0.02119 -0.57723 0.0 0.1 -1.0 0.10
C 0.36388 0.20720 0.92456 -1.5 -0.1 -0.1 -0.64
O 1.69461 -0.40223 -1.06905 -0.2 0.1 0.3 -0.75
H -0.74754 -1.25314 -2.05046 0.3 0.0 -0.6 0.21
H -0.31680 -1.97503 -0.48081 0.0 -0.7 0.0 0.21
H -1.59467 -0.79222 -0.58960 0.0 -0.1 -0.1 0.21
H 0.14264 0.92638 -1.06230 -0.1 0.1 -0.1 0.16
H 1.33414 0.17766 1.32541 1.3 0.3 0.6 0.23
H -0.13696 1.14835 1.16088 0.4 0.1 0.0 0.21
H -0.23270 -0.52959 1.46634 0.1 -0.3 -0.2 0.21
H 1.95147 0.26360 -1.71506 0.1 -0.2 0.1 0.48
O -4.77473 1.10267 0.27297 0.4 0.4 0.5 -0.93
H -4.43900 0.72387 1.09720 -0.2 -0.2 -0.2 0.47
H -4.46131 2.01850 0.34303 -0.2 -0.3 -0.3 0.47
O 3.85196 -0.11551 1.03232 -0.2 -0.2 0.3 -0.96
H 4.49214 0.13217 0.36379 0.0 0.0 -0.2 0.47
H 3.11285 -0.52774 0.55811 0.3 0.2 -0.2 0.49


(7)
9
Properties=species:S:1:pos:R:3:forces:R:3:nbo_charge:R:1 method="wB97M-V/def2-TZVPD" homo_ev=-9.17 lumo_ev=-0.06 homo_lumo_gap_ev=9.12 smiles="O=C=C(F)F.C#C" e_tot_ev=-11657.6075
O 0.56778 1.88539 -0.52812 0.2 0.8 0.2 -0.40
C 1.21689 0.97185 -0.23448 -0.8 -1.3 -0.3 0.52
C 1.66009 -0.30704 -0.39244 1.1 0.1 0.1 0.48
F 2.96042 -0.44308 -0.71594 -0.3 0.0 0.0 -0.31
F 1.25329 -1.35209 0.31402 -0.1 0.4 0.0 -0.29
C -1.86254 0.30633 -0.02446 -0.6 -0.7 1.7 -0.27
C -1.79496 -0.77743 0.52644 -0.5 1.5 -0.4 -0.23
H -2.11098 1.36936 -0.09340 0.5 -1.0 -0.6 0.25
H -1.88999 -1.65328 1.14839 0.4 0.1 -0.6 0.24


Please write out number 2 again, unchanged.
16
Properties=species:S:1:pos:R:3:forces:R:3:nbo_charge:R:1 method="wB97M-V/def2-TZVPD" homo_ev=-9.91 lumo_ev=0.50 homo_lumo_gap_ev=10.41 smiles="NCC(=O)O.O.O" e_tot_ev=-11899.1737
N 1.22576 1.86521 0.47917 1.0 -1.9 -3.4 -0.87
C 0.80521 0.85297 1.46652 0.7 0.9 0.9 -0.33
C -0.03566 -0.33347 0.89281 -1.3 1.1 -0.9 0.81
O -0.27925 -0.47156 -0.32069 0.6 -0.2 3.6 -0.65
O -0.56447 -1.04784 1.92667 -0.1 -0.7 -1.6 -0.68
H 1.35331 1.40229 -0.50766 0.0 1.0 2.8 0.35
H 0.79281 2.76022 0.22432 -0.6 -0.9 1.3 0.39
H 0.23184 1.45030 2.30060 1.1 -1.8 -1.4 0.25
H 1.79209 0.32965 1.91502 -2.3 1.3 -0.7 0.23
H -1.12089 -1.83764 1.64367 1.0 1.3 0.0 0.52
O 0.19964 0.66241 -2.69320 -0.2 -0.1 -1.0 -0.93
H 0.78904 1.36492 -2.50305 1.1 1.6 -0.8 0.44
H 0.14427 0.36901 -1.80144 -0.9 -1.4 1.3 0.48
O -1.89600 -2.63989 -0.76868 -2.0 -3.6 2.9 -0.96
H -1.67588 -1.77840 -0.63699 1.3 3.8 -0.3 0.48
H -1.76182 -2.94819 -1.61708 0.6 -0.4 -2.6 0.48